(1)
Entry from OMol25: C48H54BIN9Re as an isolated structure (ωB97M-V/def2-TZVPD).

Each line ends with the Mulliken charge.
CARTESIAN COORDINATES (ANGSTROEM)
Re  1.029675  -0.534663  1.093133  1.59
C  -3.436019  3.689960  1.510888  -0.92
C  -2.935894  4.266553  2.670715  -0.80
C  -1.656345  3.942235  3.070486  -0.78
C  -0.896071  3.048986  2.299819  -0.38
N  -1.397219  2.453160  1.219501  1.23
C  -2.630875  2.791957  0.832974  -0.54
N  0.423027  2.903829  2.708709  -0.07
C  1.493899  2.363625  2.297705  -0.38
N  1.819416  1.342148  1.342043  1.31
C  3.213953  1.358713  1.200786  -1.62
N  3.991642  0.711650  0.403534  -0.29
C  3.707200  -0.315579  -0.445718  -0.20
C  4.769401  -0.743696  -1.263121  -0.68
C  4.625084  -1.842035  -2.070904  -1.10
C  3.391390  -2.495001  -2.102420  -0.90
C  2.374308  -2.006577  -1.331549  -0.78
N  2.512077  -0.954263  -0.493720  0.45
C  3.804975  2.303061  2.155048  0.82
C  5.126130  2.609532  2.423778  -0.28
C  5.370219  3.505768  3.455546  -0.79
C  4.320809  4.069530  4.182207  -0.73
C  2.996841  3.763041  3.892636  -0.37
C  2.765868  2.865426  2.868126  0.10
H  -4.425341  3.931546  1.142855  0.57
H  -3.527688  4.973575  3.239314  0.41
H  -1.204789  4.378914  3.951191  0.58
H  -2.993963  2.304494  -0.063333  0.27
H  5.695178  -0.191895  -1.190379  0.61
H  5.452257  -2.196094  -2.673260  0.45
H  3.233153  -3.363501  -2.726632  0.68
H  1.391052  -2.460957  -1.359594  0.58
H  5.929228  2.162617  1.851051  0.57
H  6.390661  3.770816  3.703981  0.45
H  4.544888  4.761528  4.985027  0.46
H  2.171941  4.190110  4.448651  0.58
I  2.538009  -1.130170  3.732242  -0.01
C  0.533872  -0.455773  3.153031  -1.86
H  0.439654  0.508426  3.640487  0.95
H  -0.155857  -1.162643  3.605090  0.81
N  -0.144242  -4.531418  2.056793  0.14
C  1.138782  -4.808107  1.636146  -0.98
C  1.630902  -3.637293  1.167591  -0.57
N  0.647522  -2.660196  1.275552  0.58
C  -0.402539  -3.239963  1.837017  -1.32
H  -0.786865  -5.187901  2.467903  0.29
H  1.587133  -5.783576  1.714424  0.45
H  2.616168  -3.434847  0.786618  0.45
H  -1.330705  -2.751752  2.084062  0.81
C  -3.030310  -3.490561  -2.439690  -1.88
C  -1.962649  -3.163085  -1.388325  1.85
C  -0.921619  -4.285133  -1.313096  -1.49
C  -2.623175  -2.880722  -0.053697  1.19
C  -3.204168  -3.929739  0.649612  0.02
C  -3.836658  -3.710867  1.863244  -1.56
C  -3.952679  -2.419700  2.349702  -0.20
C  -3.416200  -1.333197  1.659749  0.61
C  -3.745225  0.064648  2.132717  1.99
C  -5.265756  0.268791  2.175803  -1.80
C  -3.125215  0.387866  3.493247  -1.22
C  -2.688966  -1.580376  0.486472  -1.05
N  -2.014758  -0.536081  -0.239128  0.76
B  -0.612217  -0.167524  -0.290586  2.66
N  -0.491212  0.568097  -1.548129  1.05
C  -1.767151  0.724828  -2.075106  -1.31
C  -2.662158  0.050854  -1.325520  -1.30
C  0.670492  0.901515  -2.353576  -0.99
C  1.469855  2.012546  -2.039660  0.44
C  2.660103  2.193407  -2.736788  0.09
C  3.026257  1.342099  -3.764490  -1.45
C  2.173632  0.321960  -4.144408  -0.04
C  0.982874  0.087053  -3.463676  0.79
C  0.040254  -0.978119  -4.006995  1.50
C  -0.844821  -0.393018  -5.120443  -1.65
C  0.747768  -2.205176  -4.598367  -1.42
C  1.007724  3.053727  -1.048070  2.69
C  2.134169  3.889748  -0.441255  -2.30
C  -0.004853  3.986063  -1.730693  -1.58
H  -2.571773  -3.615623  -3.423694  0.40
H  -3.775164  -2.696005  -2.508354  0.40
H  -3.549794  -4.418471  -2.185221  0.40
H  -1.447693  -2.262063  -1.706366  -1.53
H  -1.373752  -5.235385  -1.017724  0.39
H  -0.125745  -4.043609  -0.600502  0.21
H  -0.463994  -4.431803  -2.293621  0.42
H  -3.161071  -4.935090  0.245370  0.51
H  -4.274648  -4.539084  2.407164  0.45
H  -4.505151  -2.242514  3.265799  0.48
H  -3.334886  0.757147  1.406517  -1.51
H  -5.713060  -0.253032  3.025847  0.39
H  -5.740945  -0.092007  1.260855  0.36
H  -5.488951  1.331962  2.283459  0.46
H  -3.357956  -0.385484  4.230953  0.32
H  -3.509198  1.340267  3.861957  0.40
H  -2.043899  0.473814  3.399173  0.14
H  -1.947887  1.291823  -2.972458  0.47
H  -3.725046  -0.053805  -1.481920  0.52
H  3.307757  3.023637  -2.482626  0.42
H  3.957598  1.502287  -4.295509  0.43
H  2.431666  -0.296214  -4.996980  0.36
H  -0.599087  -1.314038  -3.192721  -0.94
H  -0.215182  -0.017569  -5.931046  0.41
H  -1.470863  0.424179  -4.774031  0.26
H  -1.498958  -1.169413  -5.527516  0.44
H  1.125306  -1.995962  -5.602195  0.52
H  0.040180  -3.031626  -4.687120  0.36
H  1.586598  -2.533277  -3.990044  0.07
H  0.481777  2.543618  -0.253073  -1.64
H  2.529393  4.610233  -1.162267  0.66
H  2.966680  3.274711  -0.091610  0.32
H  1.749585  4.456954  0.409495  0.41
H  0.450647  4.485934  -2.589272  0.34
H  -0.347484  4.749075  -1.027253  0.46
H  -0.880244  3.433232  -2.078345  0.22

Cartesian forces (eV/Å) of the 2 atoms listed first:
Re -0.001 -0.222 0.327
C -0.013 0.037 0.030

As for the net charge: +1. The value obtained for the frontier orbital gap (alpha / beta) is 6.94 / 6.52 eV. The value obtained for the HOMO energy (alpha / beta) is -10.02 / -10.20 eV. As for the calculated total energy: -2755.05258 Ha. Its expectation value of S² is 3.78. The multiplicity is 4. Its maximum force is 0.5 eV/Å.

***

(2)
Entry from OMol25: C48H54BN13S5Tl as an isolated structure (ωB97M-V/def2-TZVPD).

Each line ends with the Mulliken charge.
CARTESIAN COORDINATES (ANGSTROEM)
Tl  2.759273  -1.444243  0.927584  0.71
C  -3.095113  -3.253530  1.568628  -1.59
C  -3.185685  -2.124318  0.592983  0.10
C  -4.248681  -1.874325  -0.229377  -0.19
C  -4.266132  -0.768586  -1.122839  -0.06
N  -3.269620  0.083906  -1.161832  -0.93
N  -2.264356  -0.162688  -0.343922  0.86
B  -0.865515  0.503321  -0.161391  -0.90
N  -0.271142  0.800719  -1.560209  0.73
N  -0.631404  2.071532  -1.844484  0.05
C  -0.413925  2.571157  -3.011063  0.16
C  0.215849  1.791421  -4.015576  -0.80
C  0.564759  0.506495  -3.768763  0.15
C  1.199315  -0.314247  -4.856247  -1.83
C  0.285185  -0.056143  -2.458166  0.54
S  0.636111  -1.656418  -2.068270  -0.34
C  -0.854607  4.003613  -3.265099  2.37
C  -1.814471  4.022868  -4.464624  -1.62
C  0.387687  4.851929  -3.571221  -1.81
C  -1.574096  4.570730  -2.041656  -1.96
N  -0.927857  1.759159  0.697019  0.81
N  -2.171422  2.219427  0.901549  -0.33
C  -2.342498  3.275894  1.628365  0.12
C  -1.233902  3.912753  2.253417  -0.44
C  0.024211  3.446141  2.067468  -0.33
C  1.215370  4.070346  2.720099  -1.76
C  0.206577  2.316811  1.183039  0.95
S  1.722977  1.728735  0.742213  -0.40
C  -3.759440  3.803248  1.799217  2.37
C  -4.756208  2.964253  0.997493  -2.17
C  -3.803311  5.254110  1.297321  -1.53
C  -4.140484  3.756708  3.285485  -1.83
C  -2.136867  -1.200221  0.471598  0.30
S  -0.538565  -1.033610  1.102447  -0.13
C  -5.456098  -0.529529  -2.045913  2.10
C  -6.684522  -0.218040  -1.178436  -1.42
C  -5.196108  0.648464  -2.991724  -1.68
C  -5.701490  -1.793702  -2.877583  -1.73
H  -3.899619  -3.971937  1.426515  0.40
H  -3.152924  -2.862302  2.587721  0.31
H  -2.133391  -3.762420  1.472599  0.32
H  -5.102809  -2.541114  -0.205835  0.45
H  0.413087  2.218946  -4.991614  0.53
H  0.527647  -0.367271  -5.716627  0.38
H  1.401131  -1.322258  -4.510561  0.23
H  2.130902  0.147039  -5.188694  0.39
H  -1.326937  3.693255  -5.385908  0.36
H  -2.183195  5.038071  -4.627577  0.46
H  -2.673071  3.370160  -4.279386  0.19
H  0.904987  4.495903  -4.466231  0.36
H  1.090583  4.819586  -2.734695  0.34
H  0.100946  5.892303  -3.740245  0.47
H  -2.486579  4.005581  -1.830789  0.25
H  -1.840418  5.613906  -2.228879  0.60
H  -0.940595  4.522272  -1.152191  0.15
H  -1.401268  4.769808  2.896345  0.49
H  0.913014  4.761934  3.506924  0.44
H  1.808173  4.612142  1.979699  0.30
H  1.867617  3.300937  3.131630  0.33
H  -4.524218  2.994288  -0.070193  0.24
H  -5.765027  3.354939  1.151901  0.56
H  -4.731854  1.918813  1.313260  0.32
H  -3.511547  5.307864  0.244589  0.17
H  -3.135334  5.903030  1.870496  0.37
H  -4.817303  5.648658  1.394613  0.48
H  -4.166725  2.724848  3.645285  0.38
H  -5.130844  4.194583  3.428236  0.47
H  -3.435045  4.316116  3.905478  0.34
H  -6.502852  0.666822  -0.563311  0.17
H  -6.936255  -1.052180  -0.517959  0.35
H  -7.547981  -0.021871  -1.816697  0.46
H  -5.012388  1.567976  -2.433986  0.15
H  -6.065947  0.792189  -3.637156  0.50
H  -4.321437  0.458678  -3.618072  0.37
H  -5.922545  -2.663594  -2.254646  0.32
H  -4.829578  -2.025481  -3.493649  0.38
H  -6.554174  -1.632057  -3.539272  0.46
S  4.340029  -3.901859  8.779632  0.15
N  4.893066  -4.475924  7.380507  -0.66
C  4.297658  -3.781748  6.431252  0.86
C  4.495751  -3.954820  5.005021  0.58
C  5.390905  -4.889738  4.482879  -0.44
C  5.534326  -4.983616  3.120140  -1.15
C  4.767212  -4.145432  2.312652  -0.11
N  3.903989  -3.259554  2.790777  0.13
C  3.766807  -3.144282  4.124431  -0.69
C  2.838744  -2.110909  4.644652  -0.57
N  2.186649  -1.343791  3.756848  0.01
C  1.384790  -0.388694  4.200306  -0.11
C  1.166572  -0.137427  5.553128  -1.11
C  1.813784  -0.923684  6.474476  -0.62
C  2.668702  -1.931464  6.024443  0.59
C  3.403238  -2.791999  6.930453  0.90
N  3.339211  -2.758107  8.246262  -0.67
H  5.958929  -5.513817  5.162433  0.54
H  6.228643  -5.684170  2.674256  0.46
H  4.865464  -4.176257  1.233889  0.43
H  0.891954  0.208668  3.438178  0.53
H  0.501443  0.657959  5.862463  0.49
H  1.686090  -0.782051  7.540607  0.53
C  6.497092  0.307575  -2.404162  -0.91
N  5.622062  -0.797740  -2.753573  0.23
C  5.170446  -1.108335  -4.025686  -0.57
C  4.421868  -2.210247  -3.925775  -0.52
N  4.409440  -2.584645  -2.579939  0.60
C  5.184127  -1.710662  -1.849926  -0.12
S  5.616806  -1.714191  -0.227090  -0.33
C  3.702278  -3.732432  -2.126003  -0.04
C  3.674533  -4.859648  -2.940471  -0.65
C  2.923644  -5.945782  -2.531878  -0.61
C  2.242876  -5.880321  -1.326010  -0.94
C  2.364665  -4.725294  -0.576681  -0.34
N  3.077413  -3.667593  -0.966806  0.47
H  6.795765  0.816231  -3.316391  0.32
H  7.374068  -0.069676  -1.884260  0.36
H  5.983829  1.001779  -1.742545  0.31
H  5.410824  -0.502960  -4.883133  0.48
H  3.845180  -2.731749  -4.669430  0.47
H  4.245261  -4.890819  -3.859152  0.60
H  2.883585  -6.839747  -3.141441  0.43
H  1.639363  -6.706849  -0.974905  0.45
H  1.870931  -4.626431  0.386878  0.47

Cartesian forces (eV/Å) of the 2 atoms listed first:
Tl 0.026 0.025 -0.208
C 0.039 0.051 -0.009

The energy above the lowest of the compared OMol25 structures with the same formula, charge and spin is 0.0 kcal/mol. As for the net charge: +1. The value obtained for the frontier orbital gap is 7.12 eV. The value obtained for the HOMO energy is -9.39 eV. As for the calculated total energy: -4761.61816 Ha. Its maximum force is 0.4 eV/Å.

***

Question: maximum force of number 1 (C48H54BIN9Re)?
Answer: 0.5 eV/Å

***

Question: What is the calculated total energy in the second record?
Answer: -4761.61816 Ha

***

Question: Which formula does entry 1 have?
Answer: C48H54BIN9Re